{
  "formula": "C4H4N2O2",
  "method": "ωB97M-V/def2-TZVPD",
  "spin_multiplicity": 1,
  "energy_ha": -414.684902,
  "e_above_lowest_ev": 4.389,
  "smiles": "c1[nH]nc2c1OCO2",
  "homo_ev": -8.150,
  "total_charge": 0,
  "symbols": ["C", "N", "N", "C", "C", "O", "C", "O", "H", "H", "H", "H"],
  "coordinates": [[-0.097148, -0.779125, -1.508456], [1.148280, -1.199255, -1.115497], [1.500257, -0.837286, -0.015887], [0.507995, -0.167889, 0.484907], [-0.534742, 0.113920, -0.470693], [-1.346332, 1.025009, 0.132325], [-0.903314, 1.105228, 1.487705], [0.456306, 0.514198, 1.665365], [-0.454800, -0.772518, -2.539658], [1.913831, -1.642001, -1.776775], [-0.645603, 2.173894, 1.606862], [-1.544730, 0.465825, 2.049801]],
  "forces_ev_per_a": [[-1.982, 2.854, -0.554], [-0.101, -3.581, -9.224], [2.575, 1.650, 7.670], [0.030, 0.941, -0.854], [3.929, -3.135, 1.691], [-0.884, -0.103, -1.190], [2.390, 0.939, -0.498], [-1.574, -0.014, -1.261], [0.346, -0.554, 0.441], [-2.608, 1.110, 1.758], [-1.347, -0.515, 0.994], [-0.774, 0.408, 1.028]]
}